1.
94
Properties=species:S:1:pos:R:3 method="wB97M-V/def2-TZVPD" total_energy_ha=-1604.23178 total_charge=+1 orbital_gap_ha=0.220 multiplicity=1
C 7.208 -4.723 1.853
C 7.369 -3.100 1.542
C 8.773 -2.640 2.312
C 7.538 -2.754 -0.062
N 6.220 -2.407 -0.757
C 5.088 -3.362 -0.450
N 6.489 -2.530 -2.136
C 5.923 -0.948 -0.492
C 4.310 -0.555 -0.691
C 4.279 1.057 -0.989
C 2.786 1.732 -1.024
C 1.678 1.027 -0.043
C 0.627 2.118 0.665
C -0.014 1.383 2.015
C -0.737 -0.054 1.701
C -2.165 0.239 0.951
C -3.383 -0.811 1.408
C -2.864 -2.355 1.597
C -4.099 -3.461 1.769
N -4.365 -4.123 0.409
C -3.607 -5.334 -0.126
C -4.271 -5.588 -1.636
C -5.441 -4.425 -1.839
C -5.457 -3.530 -0.461
H 6.053 -4.985 1.887
H 7.641 -5.279 0.905
H 7.797 -5.073 2.809
H 6.514 -2.452 2.027
H 9.388 -1.840 1.716
H 8.581 -2.333 3.449
H 9.433 -3.630 2.377
H 8.219 -1.777 -0.134
H 8.142 -3.607 -0.600
H 4.471 -3.111 0.512
H 5.535 -4.467 -0.392
H 4.358 -3.329 -1.390
H 6.632 -3.578 -2.254
H 7.476 -2.145 -2.233
H 6.337 -0.533 0.520
H 6.482 -0.337 -1.352
H 3.787 -0.890 0.301
H 3.815 -1.137 -1.596
H 5.044 1.585 -0.264
H 4.734 1.200 -2.083
H 2.428 1.854 -2.153
H 2.917 2.850 -0.629
H 0.979 0.365 -0.750
H 2.121 0.405 0.845
H 1.178 3.077 1.058
H -0.295 2.369 -0.021
H 0.851 1.330 2.821
H -0.840 2.100 2.490
H -0.958 -0.584 2.747
H -0.069 -0.822 1.102
H -2.012 0.263 -0.213
H -2.505 1.318 1.269
H -3.837 -0.327 2.396
H -4.220 -0.679 0.575
H -2.194 -2.604 0.645
H -2.132 -2.457 2.524
H -3.686 -4.302 2.487
H -5.054 -2.967 2.240
H -2.736 -5.956 0.370
H -3.940 -6.427 -2.415
H -6.127 -4.249 -2.774
H -6.164 -2.616 -0.192
O -6.794 -0.114 -0.452
C -6.456 1.048 -0.243
O -7.259 1.882 0.454
C -6.874 3.188 0.922
C -7.096 4.234 -0.151
C -5.190 1.593 -0.838
H -5.847 3.183 1.301
H -7.518 3.413 1.780
H -6.480 4.043 -1.034
H -6.858 5.232 0.228
H -8.139 4.224 -0.485
H -5.388 1.933 -1.858
H -4.446 0.790 -0.865
H -4.745 2.400 -0.259
O -3.069 2.516 -1.962
C -2.731 3.678 -1.753
O -3.534 4.512 -1.056
C -3.149 5.818 -0.588
C -3.371 6.864 -1.661
C -1.465 4.223 -2.348
H -2.122 5.813 -0.209
H -3.793 6.043 0.270
H -2.755 6.673 -2.544
H -3.133 7.862 -1.282
H -4.414 6.854 -1.995
H -1.663 4.563 -3.368
H -0.721 3.420 -2.375
H -1.020 5.030 -1.769

---

2.
8
Properties=species:S:1:pos:R:3 method="wB97M-V/def2-TZVPD" de_lowest_kj_mol=423.3 total_energy_ha=-245.93031 orbital_gap_ha=0.380 multiplicity=1
N 2.177 0.426 0.045
C 1.524 -0.059 0.906
C 0.280 0.195 0.059
C -1.018 -0.428 -0.087
O -0.838 0.860 0.542
H 0.690 0.587 -0.894
H -1.377 -0.383 -1.117
H -1.439 -1.198 0.546

---

3.
55
Properties=species:S:1:pos:R:3 method="wB97M-V/def2-TZVPD" de_lowest_kj_mol=0.0 total_energy_ha=-3061.12844 total_charge=-2 orbital_gap_ha=0.205 multiplicity=1
Pt -1.499 -1.782 -0.856
C -2.582 2.256 -4.011
N -2.465 0.969 -4.692
C -1.128 0.877 -5.274
N -0.039 1.081 -4.326
C -0.237 2.370 -3.675
N -1.536 2.524 -3.025
C -1.667 1.629 -1.864
P -1.577 -0.152 -2.328
C -2.732 -0.144 -3.765
C -0.012 -0.003 -3.328
H -3.554 2.304 -3.515
H -2.532 3.043 -4.772
H -1.047 1.644 -6.052
H -1.012 -0.105 -5.739
H -0.148 3.152 -4.437
H 0.549 2.515 -2.930
H -2.620 1.794 -1.365
H -0.861 1.830 -1.151
H -3.747 -0.083 -3.374
H -2.631 -1.095 -4.295
H 0.174 -0.954 -3.833
H 0.824 0.155 -2.642
N 0.383 -2.503 -1.303
C 1.457 -2.808 -1.591
C 2.766 -3.158 -1.949
C 3.024 -3.640 -3.251
N 3.240 -4.036 -4.316
C 3.837 -3.008 -1.042
N 4.734 -2.904 -0.318
S 0.890 0.805 1.466
C -0.713 0.868 1.987
N -1.450 1.995 1.813
C -2.906 2.010 1.907
C -3.322 1.115 3.059
C -2.734 -0.265 2.837
N -1.292 -0.157 2.629
H -1.008 2.645 1.185
H -3.353 1.634 0.980
H -3.221 3.041 2.080
H -4.411 1.041 3.093
H -2.973 1.538 4.006
H -3.194 -0.724 1.956
H -2.898 -0.911 3.701
H -0.804 -1.036 2.511
S -3.606 -0.818 -0.595
Te -1.937 -3.532 1.088
C -0.041 -4.358 1.520
C 1.168 -3.734 1.647
C 2.242 -4.622 1.949
C 1.838 -5.916 2.064
S 0.144 -6.049 1.799
H 1.287 -2.665 1.517
H 3.271 -4.302 2.039
H 2.440 -6.786 2.274

---

4.
73
Properties=species:S:1:pos:R:3 method="wB97M-V/def2-TZVPD" de_lowest_kj_mol=0.0 total_energy_ha=-11913.04777 orbital_gap_ha=0.237 multiplicity=1
Rh -2.531 -0.182 -1.980
Se 4.060 1.322 -0.952
P 3.348 -0.641 -0.704
C 3.449 -1.232 1.020
C 4.074 -0.451 1.985
C 4.239 -0.934 3.276
C 3.794 -2.205 3.603
C 3.177 -2.993 2.639
C 3.001 -2.508 1.354
C 4.297 -1.889 -1.623
C 5.614 -1.587 -1.945
C 6.416 -2.538 -2.561
C 5.903 -3.790 -2.859
C 4.584 -4.093 -2.544
C 3.781 -3.147 -1.929
C 1.640 -0.869 -1.250
C 0.342 -0.609 -0.783
N -0.471 -0.823 -1.860
N 0.262 -1.164 -2.897
N 1.519 -1.216 -2.553
P -0.515 -0.157 0.725
Se -2.673 -0.449 0.342
C -0.184 1.524 1.277
C -1.222 2.437 1.439
C -0.940 3.724 1.868
C 0.371 4.101 2.124
C 1.405 3.191 1.960
C 1.126 1.901 1.543
C -0.095 -1.291 2.058
C 0.204 -0.834 3.336
C 0.349 -1.746 4.372
C 0.179 -3.101 4.135
C -0.117 -3.557 2.856
C -0.249 -2.657 1.816
H 4.441 0.530 1.707
H 4.729 -0.320 4.021
H 3.930 -2.586 4.607
H 2.836 -3.989 2.889
H 2.525 -3.133 0.608
H 6.001 -0.600 -1.724
H 7.439 -2.293 -2.815
H 6.525 -4.529 -3.348
H 4.175 -5.063 -2.794
H 2.746 -3.380 -1.725
H -2.238 2.145 1.211
H -1.745 4.436 1.989
H 0.588 5.112 2.445
H 2.432 3.482 2.137
H 1.933 1.200 1.423
H 0.320 0.226 3.524
H 0.587 -1.393 5.367
H 0.283 -3.808 4.948
H -0.247 -4.616 2.672
H -0.497 -3.003 0.819
O -4.624 2.067 -4.474
C -5.620 2.736 -3.733
C -5.435 2.609 -2.221
C -6.435 3.612 -1.592
O -7.800 3.326 -1.846
C -5.768 1.242 -1.619
Se -4.858 -0.336 -2.321
C -4.064 3.072 -1.725
Se -2.415 2.123 -2.194
H -4.831 2.156 -5.409
H -6.616 2.348 -3.986
H -5.607 3.811 -3.968
H -6.183 4.628 -1.919
H -6.323 3.578 -0.507
H -8.006 3.542 -2.760
H -6.837 1.049 -1.706
H -5.532 1.278 -0.555
H -4.094 3.116 -0.635
H -3.854 4.086 -2.080

---

5.
8
Properties=species:S:1:pos:R:3 method="wB97M-V/def2-TZVPD" de_lowest_kj_mol=27.7 total_energy_ha=-1073.70018 orbital_gap_ha=0.301 multiplicity=1
C 0.223 0.936 -0.651
C -0.400 -0.083 -0.045
C 0.330 -0.959 0.841
H 1.255 1.146 -0.423
H 1.353 -0.686 0.753
F -1.714 -0.212 -0.236
S -0.443 -2.126 1.514
Cl -0.604 1.985 -1.753

---

6.
24
Properties=species:S:1:pos:R:3 method="wB97M-V/def2-TZVPD" de_lowest_kj_mol=250.0 total_energy_ha=-426.47755 orbital_gap_ha=0.334 multiplicity=1 smiles=Cc1ccc(O)cc1.CC
C 2.136 -0.771 -1.350
C 2.515 -0.079 0.967
C 1.767 0.026 -0.221
C 2.144 0.553 2.147
C 0.998 1.411 2.151
C 0.683 0.932 -0.250
C 0.321 1.480 1.011
O 0.572 1.935 3.316
H 3.499 -0.841 0.891
H 2.923 0.403 2.990
H 2.398 -0.284 -2.239
H 1.132 -1.206 -1.715
H 0.107 1.313 -1.119
H 1.290 1.775 4.066
H -0.509 2.205 0.915
H 2.713 -1.668 -1.245
C -3.103 -1.577 -1.616
C -2.987 -0.208 -0.859
H -2.940 -1.337 -2.788
H -2.471 -2.367 -1.177
H -4.100 -2.051 -1.835
H -4.013 0.017 -0.442
H -2.420 -0.277 0.068
H -2.653 0.616 -1.665

---

Please write out number 6 again, unchanged.
24
Properties=species:S:1:pos:R:3 method="wB97M-V/def2-TZVPD" de_lowest_kj_mol=250.0 total_energy_ha=-426.47755 orbital_gap_ha=0.334 multiplicity=1 smiles=Cc1ccc(O)cc1.CC
C 2.136 -0.771 -1.350
C 2.515 -0.079 0.967
C 1.767 0.026 -0.221
C 2.144 0.553 2.147
C 0.998 1.411 2.151
C 0.683 0.932 -0.250
C 0.321 1.480 1.011
O 0.572 1.935 3.316
H 3.499 -0.841 0.891
H 2.923 0.403 2.990
H 2.398 -0.284 -2.239
H 1.132 -1.206 -1.715
H 0.107 1.313 -1.119
H 1.290 1.775 4.066
H -0.509 2.205 0.915
H 2.713 -1.668 -1.245
C -3.103 -1.577 -1.616
C -2.987 -0.208 -0.859
H -2.940 -1.337 -2.788
H -2.471 -2.367 -1.177
H -4.100 -2.051 -1.835
H -4.013 0.017 -0.442
H -2.420 -0.277 0.068
H -2.653 0.616 -1.665